# C29H46ClN4O4Pt

A structure of composition C29H46ClN4O4Pt at a distorted geometry (the ωB97M-V functional and the def2-TZVPD basis, the Open Molecules 2025 dataset).

Geometry (Å):
O  0.652  -1.886  -0.941
C  1.895  -2.252  -0.425
C  2.569  -3.396  -1.225
C  1.883  -4.091  -2.220
H  0.804  -3.977  -2.309
C  2.622  -4.866  -3.114
H  2.096  -5.334  -3.949
C  3.997  -5.025  -2.918
H  4.570  -5.577  -3.652
C  4.657  -4.469  -1.809
H  5.717  -4.655  -1.614
C  3.922  -3.642  -0.958
H  4.384  -3.147  -0.100
H  2.571  -1.385  -0.606
C  1.071  -3.927  1.354
C  1.813  -2.666  1.019
H  0.630  -3.863  2.360
H  1.791  -4.759  1.332
H  0.292  -4.158  0.614
C  2.260  -1.789  1.928
C  1.758  -1.793  3.328
H  2.995  -1.027  1.651
H  2.082  -2.735  3.815
H  0.642  -1.824  3.383
H  2.159  -0.933  3.908
Pt  -0.099  -0.178  -1.828
Cl  1.999  0.815  -1.542
C  -2.400  -0.475  2.253
O  -1.393  -0.202  1.608
N  -3.317  0.412  2.716
C  -3.148  1.841  2.553
C  -4.564  -0.045  3.301
H  -2.665  -1.518  2.545
H  -2.137  2.083  2.232
H  -3.369  2.329  3.512
H  -3.864  2.232  1.816
H  -4.463  -1.107  3.533
H  -5.413  0.082  2.613
H  -4.783  0.514  4.218
H  1.434  -0.139  -5.996
H  -0.846  -0.976  -5.942
C  1.420  -0.119  -4.902
C  -0.933  -0.806  -4.860
N  0.053  0.209  -4.507
H  2.109  0.635  -4.507
C  -0.086  1.140  -3.468
O  0.424  2.283  -3.548
H  -1.954  -0.473  -4.615
H  -1.555  1.556  -3.044
H  1.704  -1.116  -4.531
H  -0.720  -1.756  -4.343
H  1.943  5.276  1.762
H  3.184  4.880  -0.957
C  2.135  4.194  1.724
C  3.200  3.888  -0.486
N  2.051  3.688  0.378
H  1.398  3.683  2.346
C  0.847  3.366  -0.148
O  -0.232  3.297  0.460
H  3.191  3.131  -1.267
H  0.919  3.138  -1.220
H  3.146  4.016  2.093
H  4.108  3.797  0.119
C  -2.214  3.454  -2.334
N  -2.453  2.010  -2.628
C  -3.569  1.899  -3.609
C  -2.770  1.318  -1.325
C  -3.026  -0.126  -1.558
C  -4.306  -0.667  -1.748
C  -4.479  -2.022  -2.021
C  -3.401  -2.895  -2.031
C  -2.133  -2.377  -1.785
C  -1.938  -0.994  -1.689
H  -1.852  3.951  -3.234
H  -1.493  3.567  -1.515
H  -3.191  3.877  -2.050
H  -3.674  0.860  -3.958
H  -4.489  2.222  -3.093
H  -3.352  2.589  -4.442
H  -3.654  1.837  -0.936
H  -1.882  1.503  -0.697
H  -5.165  0.001  -1.720
H  -5.465  -2.405  -2.248
H  -3.526  -3.954  -2.246
H  -1.270  -3.025  -1.699

Spin multiplicity: 3
Total charge: -1
Max |F| (eV Å⁻¹): 2.9
Expectation value of S²: 2.03
DFT total energy (eV): -60735.681